No. 1
Computed, not measured: the ion C3H10NO with charge +1 at a distorted geometry, with ωB97M-V/def2-TZVPD.

Structure (XYZ):
```
15
C3H10NO (ωB97M-V/def2-TZVPD)
C -0.28227 -0.16637 1.83323
C -0.09256 -0.50748 0.35020
N -1.34185 -0.06525 -0.31288
C 1.04721 0.30309 -0.24914
O 0.84081 0.36155 -1.63682
H 0.60011 -0.45558 2.40486
H -1.12844 -0.72545 2.25072
H -0.39966 0.92046 1.99436
H 0.01675 -1.59488 0.21960
H -1.66958 0.82516 0.06419
H -1.24613 0.07567 -1.34991
H -2.06206 -0.78570 -0.30660
H 2.02924 -0.08807 0.05365
H 1.00853 1.32778 0.15857
H 1.67575 0.38762 -2.10894
```

Computed properties:
HOMO-LUMO gap (eV): 11.7528
E_HOMO (eV): -15.23
Energy (Eh): -250.046810
Charge: +1
Relative energy (zero: lowest compared OMol25 entry of this formula, charge and spin) (kcal/mol): 4.4
SMILES string: C[C@@H]([NH3+])CO

No. 2
Computed, not measured: a cluster of 9 separate species, C27H59ClNO11PS in total at a distorted geometry, with ωB97M-V/def2-TZVPD.

Structure (XYZ):
```
101
C27H59ClNO11PS (ωB97M-V/def2-TZVPD)
O -0.94623 -4.73274 0.81673
C -1.39636 -3.73399 0.32885
C -2.81519 -3.46858 0.00872
C -3.93924 -4.25011 0.21874
C -5.15701 -3.72293 -0.19855
C -5.24364 -2.45280 -0.77741
C -4.10422 -1.67150 -0.98159
P -4.14046 -0.01208 -1.75926
O -5.76677 0.23858 -1.77399
Cl -3.61637 1.11858 -0.09893
C -2.88832 -2.22853 -0.58658
C -1.50205 -1.70854 -0.70207
O -1.19591 -0.70702 -1.27236
N -0.62244 -2.61815 -0.06511
C 0.16451 -1.94511 1.00146
C 1.32643 -1.08348 0.47349
C 1.87172 -1.52790 -0.87777
S 3.68428 -1.30340 -0.91371
H -3.85312 -5.22493 0.67158
H -6.07128 -4.28472 -0.08548
H -6.19348 -2.05401 -1.09969
H -6.08466 0.32039 -0.86119
H -0.52027 -1.27983 1.52936
H 0.53500 -2.66321 1.72330
H 0.92641 -0.08384 0.33410
H 2.10043 -1.00355 1.22346
H 1.65479 -2.56503 -1.10937
H 1.45908 -0.92731 -1.67772
H 3.85799 -1.26929 -2.24317
C -0.29242 0.49437 -5.64619
C 0.10853 0.09986 -4.23667
O 1.40495 0.59578 -3.89942
H 0.43597 0.12165 -6.36777
H -1.27491 0.09392 -5.90033
H -0.32780 1.58211 -5.74735
H 0.16077 -0.98388 -4.14264
H -0.62195 0.46775 -3.51190
H 1.37250 1.55533 -3.96057
C -9.74680 0.00746 -2.09380
C -9.30377 0.14175 -3.54017
O -8.15505 0.96978 -3.66596
H -9.96246 0.98921 -1.67122
H -10.63950 -0.61455 -2.00986
H -8.95484 -0.44372 -1.49005
H -10.08804 0.60519 -4.13683
H -9.09167 -0.84541 -3.96674
H -7.44601 0.56829 -3.15215
C -2.20068 -8.02413 -1.41723
C -1.42484 -7.14271 -2.37983
O -1.27871 -5.82071 -1.87800
H -3.18765 -7.59934 -1.22768
H -2.32399 -9.03171 -1.81765
H -1.68352 -8.09408 -0.45780
H -1.95127 -7.05915 -3.32962
H -0.43567 -7.57080 -2.57408
H -0.80153 -5.85970 -1.04037
C 2.58025 2.55121 3.79899
C 2.53002 1.03750 3.88216
O 3.06762 0.42639 2.71051
H 2.03055 2.90343 2.92491
H 2.14800 3.00322 4.69360
H 3.61116 2.89965 3.69715
H 1.49946 0.69407 3.96538
H 3.07897 0.68647 4.76145
H 3.98283 0.70967 2.62299
C -0.94600 2.64546 5.77888
C -0.57860 2.14022 7.16195
O 0.73890 2.52973 7.53438
H -0.23423 2.26935 5.04218
H -1.94902 2.32311 5.49252
H -0.90813 3.73498 5.74560
H -0.59827 1.05115 7.18830
H -1.29203 2.51124 7.90661
H 0.77489 3.49524 7.53750
C 0.88688 7.77119 7.85266
C 0.78642 6.29407 8.17871
O 0.64099 5.50174 6.99469
H 0.00341 8.10016 7.30525
H 0.97842 8.36642 8.76160
H 1.75671 7.96944 7.22215
H -0.09093 6.09488 8.79132
H 1.67107 5.96155 8.73059
H 1.41356 5.65478 6.44060
C 6.16828 0.15836 -5.57390
C 4.86197 -0.60122 -5.44442
O 4.31515 -0.46102 -4.13752
H 6.88634 -0.19883 -4.83495
H 6.59900 0.03849 -6.57063
H 6.01354 1.21925 -5.38538
H 5.01337 -1.66753 -5.60793
H 4.13470 -0.24187 -6.18135
H 4.15889 0.47497 -3.98162
C 8.10930 1.68966 -1.61071
C 8.04528 2.48197 -2.90335
O 6.72409 2.50884 -3.43739
H 7.76281 0.66890 -1.77394
H 9.12758 1.65755 -1.22016
H 7.46270 2.13641 -0.85182
H 8.67535 2.02409 -3.66450
H 8.39495 3.50750 -2.74322
H 6.15058 2.92066 -2.78379
```

Computed properties:
HOMO-LUMO gap (eV): 7.4953
E_HOMO (eV): -8.02
Energy (Eh): -3146.289349
Relative energy (zero: lowest compared OMol25 entry of this formula, charge and spin) (kcal/mol): 0.0
SMILES string: O=C1c2cccc(P(O)Cl)c2C(=O)N1CCCS.CCO.CCO.CCO.CCO.CCO.CCO.CCO.CCO

No. 3
Computed, not measured: a structure of composition C38H44N6O3PPd, with ωB97M-V/def2-TZVPD.

Structure (XYZ):
```
93
C38H44N6O3PPd (ωB97M-V/def2-TZVPD)
Pd 0.35529 -0.38315 0.75068
N -2.25073 1.47096 0.40177
C -3.38245 0.74461 0.12017
C -4.63803 1.36052 0.21130
C -5.80201 0.64212 0.00991
C -5.74916 -0.71228 -0.28853
C -4.50799 -1.32979 -0.37788
C -3.31449 -0.64012 -0.18237
P -1.64186 -1.38230 -0.42929
C -2.09196 -3.02636 -1.08426
C -2.34845 -4.13342 -0.28380
C -2.69392 -5.35352 -0.85254
C -2.79886 -5.47841 -2.22950
C -2.54137 -4.37631 -3.03672
C -2.18293 -3.16533 -2.46755
C -1.19047 -1.74912 1.33365
C -0.01871 -2.51093 1.60548
C 0.36988 -2.74850 2.93250
C -0.35616 -2.24067 3.99344
C -1.48921 -1.46260 3.73678
C -1.89348 -1.21248 2.43922
H -1.35275 1.12830 0.07703
H -2.32179 2.47212 0.45218
H -4.68522 2.41844 0.44815
H -6.75867 1.14682 0.08528
H -6.65750 -1.27939 -0.44708
H -4.45561 -2.38614 -0.61140
H -2.27503 -4.04253 0.79325
H -2.88427 -6.20838 -0.21401
H -3.06640 -6.42994 -2.67297
H -2.60297 -4.46642 -4.11483
H -1.94291 -2.31705 -3.09742
H 0.49340 -2.97694 0.76995
H 1.25267 -3.35138 3.12087
H -0.04649 -2.43772 5.01305
H -2.06057 -1.04638 4.55878
H -2.77915 -0.61437 2.26787
C 1.07741 5.28508 0.12504
N 1.77997 4.39539 1.02130
C 3.06699 4.85860 1.49152
C 3.81872 3.72122 2.14849
C 2.95269 3.12133 3.23722
N 1.65944 2.74931 2.69949
C 0.84708 1.78902 3.43376
C 1.02594 3.46142 1.71443
O -0.15034 3.26470 1.44332
H 1.71235 5.50545 -0.73550
H 0.81479 6.23249 0.61374
H 0.16583 4.80403 -0.21275
H 2.95196 5.69642 2.19732
H 3.62398 5.24101 0.63247
H 4.76220 4.07855 2.56487
H 4.03210 2.96261 1.39145
H 2.84906 3.82927 4.07245
H 3.42194 2.22350 3.64771
H 1.49841 1.24384 4.11697
H 0.39748 1.06943 2.74464
H 0.05141 2.27573 4.00261
C 1.09440 -3.75285 -1.53267
O 0.70379 -2.47434 -1.30624
H 0.45126 -4.31074 -2.25264
H 1.09140 -4.39547 -0.61218
H 2.13689 -3.85609 -1.93031
C 3.49946 -5.91292 0.25372
C 4.38051 -4.75505 0.63184
C 3.93660 -3.73377 1.46356
C 4.77280 -2.69301 1.84573
C 6.06700 -2.62981 1.34992
N 6.98286 -1.59446 1.67746
C 6.79889 -0.28664 2.05268
O 7.66567 0.29945 2.69055
N 5.64770 0.36261 1.69190
C 4.70261 0.05417 0.68107
C 5.04602 -0.47485 -0.55483
C 4.02667 -0.79994 -1.43074
C 2.70383 -0.55977 -1.07744
N 2.38541 0.01155 0.09205
C 3.36384 0.28440 0.95274
C 6.51983 -3.63294 0.49882
C 5.68997 -4.68651 0.16086
H 2.49003 -5.78310 0.63655
H 3.90677 -6.84733 0.64789
H 3.42385 -6.00715 -0.83024
H 2.91318 -3.74886 1.82002
H 4.40837 -1.92561 2.51554
H 7.90958 -1.89585 1.93530
H 5.61398 1.28518 2.09619
H 6.08510 -0.65491 -0.80187
H 4.24108 -1.26069 -2.38519
H 1.87042 -0.90296 -1.67935
H 3.06454 0.69364 1.90983
H 7.52598 -3.57450 0.09980
H 6.05959 -5.46576 -0.49648
```

Computed properties:
HOMO-LUMO gap (eV): 5.6731
E_HOMO (eV): -3.34
Energy (Eh): -2497.988960
Charge: -1
Relative energy (zero: lowest compared OMol25 entry of this formula, charge and spin) (kcal/mol): 0.0